Record 1
ORCA calculation (ωB97M-V/def2-TZVPD) on a single ClH2O2PS molecule at a distorted geometry.

Structure (XYZ):
```
7
Properties=species:S:1:pos:R:3:forces:R:3:nbo_charge:R:1
O 0.921192 -0.143731 0.812141 0.25 0.70 -5.72 -0.99
P -0.392505 -0.216870 -0.052672 -0.42 2.04 0.38 1.78
O 0.221021 -0.005172 -1.498170 0.99 0.45 -0.06 -0.99
S -1.582953 -1.655735 0.170470 -0.16 0.20 -0.01 -0.44
Cl -1.320612 1.913732 0.481005 1.13 -2.50 -0.70 -0.41
H 0.990973 -0.215136 1.687308 -0.14 -0.50 5.56 0.52
H 1.162885 0.322912 -1.600079 -1.65 -0.39 0.55 0.54
```
Forces are in eV/Å.

* ΔE to the lowest compared entry with this formula, charge and spin: 16.4 kcal/mol
* E: -36775.8138 eV
* Kohn-Sham gap: 0.35331 hartree
* HOMO: -9.99 eV
* SMILES: OP(O)(=S)Cl
* F_max: 5.77 eV/A



Record 2
ORCA calculation (ωB97M-V/def2-TZVPD) on a single ClH2O2PS2 molecule at a distorted geometry.

Structure (XYZ):
```
8
Properties=species:S:1:pos:R:3:forces:R:3:nbo_charge:R:1
O 0.279605 0.150643 1.454345 -2.50 -1.87 -2.79 -0.99
P 1.024076 0.368183 0.050717 3.24 3.25 1.40 1.62
O -0.142704 0.187002 -0.955436 -1.57 -0.61 0.20 -0.97
S 1.946452 2.163889 0.083741 -1.11 -2.21 -0.31 -0.57
S 2.301306 -1.333970 -0.036091 0.44 0.73 -0.39 -0.02
Cl 4.063536 -0.283482 -0.080921 -0.31 -0.74 -0.04 -0.10
H 0.784147 0.511501 2.115010 1.93 1.55 2.85 0.51
H -0.922992 0.291869 -0.364397 -0.13 -0.10 -0.92 0.52
```
Forces are in eV/Å.

* ΔE to the lowest compared entry with this formula, charge and spin: 12.8 kcal/mol
* E: -47610.7695 eV
* Kohn-Sham gap: 0.30801 hartree
* HOMO: -9.12 eV
* SMILES: OP(O)(=S)SCl
* F_max: 4.80 eV/A



Record 3
ORCA calculation (ωB97M-V/def2-TZVPD) on 2 unconnected molecules or ions with the total composition ClH2OPS2 at a distorted geometry.

Structure (XYZ):
```
7
Properties=species:S:1:pos:R:3:forces:R:3:nbo_charge:R:1
O -1.060694 -1.397664 -0.827786 1.54 2.15 1.93 -0.92
P 0.005052 0.709521 0.174776 -1.92 -1.45 -1.18 0.97
S -1.129044 2.263902 0.253356 0.78 -1.17 0.12 -0.33
S 0.765974 -0.078148 1.939546 -0.47 0.36 -0.36 -0.15
Cl 1.483876 0.750853 -1.168619 0.04 -0.08 0.03 -0.18
H -1.360021 -1.113686 -1.692439 -0.06 0.44 -0.36 0.44
H 1.294857 -1.134778 1.321167 0.09 -0.25 -0.19 0.18
```
Forces are in eV/Å.

* ΔE to the lowest compared entry with this formula, charge and spin: 74.3 kcal/mol
* E: -45560.4390 eV
* Kohn-Sham gap (spin up / spin down): 0.27961 / 0.28077 hartree
* HOMO (spin up / spin down): -9.64 / -9.68 eV
* F_max: 3.28 eV/A